C17H15N4O7P2W | ωB97M-V/def2-TZVPD

* charge: +3
* gap between HOMO and LUMO: 5.6969 eV
* max |F|: 2.39 eV/A
* LUMO: -12.59 eV
* ΔE to the lowest compared entry with this formula, charge and spin: 40.21 kcal per mole
* E_tot: -2151.49951 Ha
* highest occupied orbital energy: -18.290 eV

CARTESIAN COORDINATES (ANGSTROEM)
W: 0.08 -0.43 -0.19
C: -3.57 -2.06 1.13
C: -3.21 -1.78 -0.16
C: -2.42 -0.64 -0.41
C: -1.98 0.16 0.68
C: -2.32 -0.17 2.01
C: -3.12 -1.26 2.21
N: -1.06 1.12 0.25
C: -0.42 2.15 1.01
C: -0.97 2.99 1.94
C: -0.16 4.01 2.46
C: 1.15 4.20 2.01
C: 1.70 3.35 1.06
C: 0.91 2.32 0.60
N: 1.23 1.36 -0.39
N: 2.05 1.54 -1.27
C: 1.79 0.70 -2.37
C: 2.56 0.77 -3.49
C: 2.13 0.09 -4.63
C: 0.94 -0.61 -4.58
C: 0.22 -0.65 -3.39
N: 0.63 0.00 -2.30
H: -4.22 -2.90 1.33
H: -3.58 -2.37 -0.98
H: -2.37 -0.22 -1.40
H: -1.96 0.42 2.84
H: -3.43 -1.50 3.22
H: -2.00 2.91 2.25
H: -0.57 4.68 3.20
H: 1.74 5.01 2.41
H: 2.71 3.47 0.70
H: 3.47 1.37 -3.47
H: 2.71 0.12 -5.55
H: 0.55 -1.12 -5.45
H: -0.70 -1.21 -3.32
O: 1.41 -4.14 -0.65
P: 0.87 -2.77 -0.33
O: 1.77 -1.49 -0.42
O: -0.34 -2.25 -1.15
O: 0.23 -2.61 1.14
P: 1.13 -1.68 2.28
O: 0.29 -1.82 3.56
O: 2.53 -2.03 2.21
O: 0.61 -0.30 1.64
H: 2.33 -4.43 -0.54
H: 0.69 -2.29 4.31


C10H30IO6 | ωB97M-V/def2-TZVPD

* charge: -1
* gap between HOMO and LUMO: 6.7899 eV
* max |F|: 2.05 eV/A
* LUMO: 2.79 eV
* ΔE to the lowest compared entry with this formula, charge and spin: 42.24 kcal per mole
* E_tot: -1148.13964 Ha
* highest occupied orbital energy: -4.004 eV

CARTESIAN COORDINATES (ANGSTROEM)
I: 0.10 0.00 -0.84
C: 7.21 -4.36 -0.41
C: 6.10 -3.37 -0.13
O: 4.93 -3.80 -0.80
H: 6.90 -5.32 0.00
H: 8.14 -4.00 0.02
H: 7.40 -4.60 -1.45
H: 6.39 -2.43 -0.60
H: 5.99 -3.23 0.95
H: 4.25 -3.15 -0.59
C: -4.19 1.20 -6.29
C: -4.19 -0.08 -5.39
O: -4.52 0.27 -4.06
H: -3.70 1.08 -7.25
H: -3.62 1.96 -5.76
H: -5.23 1.51 -6.36
H: -3.19 -0.51 -5.34
H: -4.82 -0.84 -5.85
H: -3.73 0.18 -3.51
C: -5.78 -4.52 1.89
C: -5.01 -3.45 1.08
O: -3.89 -2.98 1.85
H: -6.14 -4.15 2.85
H: -5.11 -5.32 2.20
H: -6.60 -4.96 1.32
H: -5.71 -2.66 0.79
H: -4.58 -3.73 0.12
H: -3.21 -2.61 1.28
C: 4.43 4.90 -1.33
C: 4.65 4.54 0.13
O: 4.73 3.08 0.24
H: 4.54 5.98 -1.35
H: 3.41 4.74 -1.68
H: 5.18 4.41 -1.95
H: 3.94 4.96 0.85
H: 5.63 4.89 0.44
H: 3.86 2.76 -0.02
C: -2.14 2.72 4.25
C: -0.64 2.64 4.62
O: -0.40 1.27 4.68
O: -3.00 2.39 5.32
H: -2.41 2.03 3.45
H: -2.40 3.73 3.94
H: -0.37 3.17 5.54
H: -0.08 3.21 3.88
H: -0.32 1.00 3.76
H: -2.80 1.47 5.50


C7H13ClFN2 | ωB97M-V/def2-TZVPD

* charge: +1
* gap between HOMO and LUMO (spin up / spin down): 7.7961 / 7.6050 eV
* max |F|: 5.42 eV/A
* LUMO (spin up / spin down): -3.82 / -4.51 eV
* ΔE to the lowest compared entry with this formula, charge and spin: 111.51 kcal per mole
* E_tot: -943.69827 Ha
* highest occupied orbital energy (spin up / spin down): -11.618 / -12.113 eV

CARTESIAN COORDINATES (ANGSTROEM)
C: 1.75 0.76 -0.22
C: -0.89 -0.27 0.68
C: -0.76 0.68 -0.49
C: 1.64 -1.70 -0.38
C: 2.13 -3.02 0.13
C: -2.93 1.49 0.54
C: -1.79 1.82 -0.44
N: 0.57 1.19 -0.61
N: 2.22 -0.52 -0.24
F: -2.27 1.85 -1.67
Cl: 0.06 0.13 2.08
H: 2.55 1.57 0.06
H: -1.58 -1.08 0.80
H: -0.96 -0.11 -1.25
H: 0.78 -1.57 -1.03
H: 2.59 -3.59 -0.74
H: 1.29 -3.47 0.46
H: 2.88 -2.81 0.85
H: -3.61 0.69 0.04
H: -3.55 2.36 0.59
H: -2.56 1.27 1.54
H: -1.30 2.70 -0.14
H: 0.56 2.18 -0.88
H: 3.18 -0.53 0.31